No. 1
This record from the OMol25 dataset describes a cluster of 2 separate species, C3H9NO in total. The level of theory is wB97M-V/def2-TZVPD.

```
14
C3H9NO wB97M-V/def2-TZVPD
O -2.47025 -0.96753 2.47380
C -2.42987 -0.94320 1.27689
H -2.27204 -0.01353 0.70742
H -2.51864 -1.86880 0.67537
C 0.69817 1.58155 -0.84515
N 0.58837 0.39310 -0.01692
C 1.24869 -0.82776 -0.43008
H 0.76098 1.26328 -1.88594
H 1.55754 2.19816 -0.55751
H -0.20366 2.18260 -0.77567
H 0.70840 0.54593 0.96969
H 0.68613 -1.71462 -0.14040
H 1.41091 -0.85857 -1.50077
H 2.23527 -0.97060 0.04928
```

## Properties
Spin multiplicity: 1
Energy relative to the best compared isomer or geometry (same formula, charge and spin): 2.054 eV
SMILES: C=O.CNC
HOMO: -8.55 eV

***

No. 2
This record from the OMol25 dataset describes the molecule C3H9NO. The level of theory is wB97M-V/def2-TZVPD.

```
14
C3H9NO wB97M-V/def2-TZVPD
C -0.19000 -0.04903 -1.14998
C -0.94509 -0.17919 0.09532
C -0.02125 0.15043 1.27222
H 0.99264 -1.74647 -0.94649
H 1.76268 -0.37192 -0.61289
H 0.21060 1.01167 -1.27309
H -0.74136 -0.20367 -2.08323
H -1.41194 -1.25299 0.21574
H -1.79771 0.54254 0.09221
H -0.62891 0.34910 2.19919
H 0.65244 -0.71208 1.53539
H 0.21199 1.98701 0.97038
N 1.11631 -0.75065 -1.28234
O 0.78960 1.22524 0.96758
```

## Properties
Spin multiplicity: 1
Energy relative to the best compared isomer or geometry (same formula, charge and spin): 1.360 eV
SMILES: NCCCO
HOMO: -9.42 eV

***

No. 3
This record from the OMol25 dataset describes a cluster of 2 separate species, C3H9NO in total. The level of theory is wB97M-V/def2-TZVPD.

```
14
C3H9NO wB97M-V/def2-TZVPD
C -0.82167 1.62865 -0.93735
C 0.34185 0.68379 -0.69495
C -0.87585 -1.36822 -0.75641
N -0.04783 -0.62825 -0.18185
H -1.27521 2.10491 -0.07369
H -1.55629 1.08629 -1.50416
H -0.54865 2.39790 -1.66399
H 0.83749 0.55187 -1.66468
H 1.08423 1.01415 0.03185
H -1.27309 -1.17393 -1.75534
H -1.14833 -2.30772 -0.27101
H 0.73858 -0.99534 1.67010
H 1.72804 -0.96679 2.83433
O 1.26368 -0.38739 2.21857
```

## Properties
Spin multiplicity: 1
Energy relative to the best compared isomer or geometry (same formula, charge and spin): 1.506 eV
SMILES: C=NCC.O
HOMO: -9.57 eV

***

No. 4
This record from the OMol25 dataset describes a cluster of 2 separate species, C3H9NO in total. The level of theory is wB97M-V/def2-TZVPD.

```
14
C3H9NO wB97M-V/def2-TZVPD
C 0.37242 -1.36070 -1.70633
C 0.65420 -2.51425 -2.34099
H -0.49174 -0.73362 -1.91323
H 0.95069 -0.99663 -0.85608
H 0.56757 -2.53660 -3.42881
H 0.71237 -3.49364 -1.88981
N -0.34264 2.50731 1.70427
C -0.42234 1.12449 1.23894
O -0.30793 0.25798 2.34557
H -0.27222 3.13831 0.90734
H 0.59478 2.61791 2.07486
H -1.26745 1.01440 0.55596
H 0.46127 0.86312 0.64040
H -1.20898 0.11192 2.66789
```

## Properties
Spin multiplicity: 1
Energy relative to the best compared isomer or geometry (same formula, charge and spin): 3.397 eV
SMILES: C=C.NCO
HOMO: -8.89 eV

***

No. 5
This record from the OMol25 dataset describes the molecule C3H9NO. The level of theory is wB97M-V/def2-TZVPD.

```
14
C3H9NO wB97M-V/def2-TZVPD
C -0.70867 -0.48604 -0.58851
C -0.10099 0.45403 0.44925
C 1.42716 0.52489 0.49671
O 1.98578 1.56407 -0.31562
N -1.70623 -1.38418 -0.00622
H 0.05912 -1.06924 -1.11603
H -1.20733 0.05600 -1.39124
H -0.46513 0.15463 1.42153
H -0.47271 1.47199 0.31126
H 1.87450 -0.39125 0.11152
H 1.72277 0.71360 1.52737
H 1.31824 2.24273 -0.44309
H -2.44167 -1.57569 -0.68192
H -1.28484 -2.27553 0.22499
```

## Properties
Spin multiplicity: 1
Energy relative to the best compared isomer or geometry (same formula, charge and spin): 1.148 eV
SMILES: NCCCO
HOMO: -9.49 eV

***

No. 6
This record from the OMol25 dataset describes the molecule C3H9NO. The level of theory is wB97M-V/def2-TZVPD.

```
14
C3H9NO wB97M-V/def2-TZVPD
C 0.54748 0.82460 -0.95942
C 0.85310 -0.32504 0.09773
C -0.31472 -0.91306 0.99288
H -0.68431 1.93883 0.67607
H -1.57191 1.13357 -0.65213
H 0.23713 0.38029 -1.98539
H 1.48743 1.46303 -0.97821
H 1.49639 -0.02448 0.93399
H 1.40710 -1.12084 -0.31342
H 0.13913 -1.83636 1.50887
H -0.57957 -0.02395 1.65676
H -0.95548 -1.78950 -0.62822
N -0.63494 1.67666 -0.50666
O -1.42683 -1.38374 0.15717
```

## Properties
Spin multiplicity: 1
Energy relative to the best compared isomer or geometry (same formula, charge and spin): 2.537 eV
SMILES: NCCCO
HOMO: -9.15 eV

***

For reference, gap between HOMO and LUMO by record: 0.3491; 0.3774; 0.3895; 0.3557; 0.3871; 0.3676 Ha.
For reference, F_max by record: 0.98; 4.25; 0.86; 1.93; 0.75; 4.82 eV/Å.
For reference, DFT total energy by record: -249.638212; -249.663703; -249.658333; -249.588847; -249.671517; -249.620478 Ha.